No. 1
205
Properties=species:S:1:pos:R:3 method="wB97M-V/def2-TZVPD" total_charge=0 smiles="CN(C)P(=O)(N(C)C)N(C)C.CN(C)P(=O)(N(C)C)N(C)C.CN(C)P(=O)(N(C)C)N(C)C.CN(C)P(=O)(N(C)C)N(C)C.CN(C)P(=O)(N(C)C)N(C)C.O=C1CCCO1.O=C1CCCO1.O=C1CCCO1.O=C1CCCO1.O=C1CCCO1" lumo_energy_ev=0.5 e_homo_ev=-8.0 largest_force_ha_per_bohr=0.065
O -4.515 -32.305 9.145
P -5.938 -32.004 9.266
N -6.578 -33.198 10.262
C -7.991 -33.504 10.389
C -5.748 -33.881 11.267
N -6.771 -31.860 7.876
C -6.135 -32.496 6.700
C -8.165 -31.511 7.708
N -6.226 -30.541 10.002
C -5.615 -29.371 9.324
C -6.361 -30.348 11.417
H -8.248 -33.563 11.416
H -8.201 -34.457 9.964
H -8.630 -32.746 10.009
H -5.236 -34.780 10.847
H -6.409 -34.137 12.143
H -4.874 -33.276 11.499
H -5.067 -32.410 6.738
H -6.461 -33.509 6.483
H -6.496 -32.015 5.853
H -8.474 -31.004 8.571
H -8.271 -30.923 6.865
H -8.708 -32.451 7.582
H -4.795 -29.033 9.857
H -5.301 -29.676 8.402
H -6.334 -28.594 9.175
H -5.449 -29.920 11.886
H -6.564 -31.261 11.964
H -7.186 -29.639 11.662
O -1.229 -23.502 13.675
P -0.048 -24.334 14.059
N 0.888 -24.913 12.734
C 1.393 -23.791 11.962
C 0.102 -25.802 11.887
N -0.381 -25.802 14.708
C 0.551 -26.839 15.183
C -1.618 -25.882 15.520
N 0.922 -23.449 14.947
C 2.303 -23.876 15.268
C 0.520 -22.064 15.289
H 0.636 -23.210 11.407
H 2.168 -24.095 11.312
H 1.814 -22.988 12.631
H -0.862 -25.282 11.692
H -0.096 -26.679 12.483
H 0.579 -26.043 10.969
H 1.528 -26.738 14.637
H 0.699 -26.645 16.236
H 0.074 -27.824 15.114
H -2.247 -26.648 15.175
H -1.308 -26.124 16.549
H -2.265 -24.960 15.476
H 2.625 -24.794 14.717
H 3.003 -23.117 14.907
H 2.525 -24.040 16.322
H 1.390 -21.428 15.316
H 0.139 -22.128 16.312
H -0.229 -21.858 14.577
O -0.202 -31.856 4.745
P -1.652 -31.675 4.927
N -2.287 -32.022 6.443
C -2.649 -33.408 6.830
C -1.900 -31.131 7.520
N -2.589 -32.672 3.857
C -4.056 -32.663 3.908
C -1.884 -33.791 3.122
N -2.132 -30.067 4.956
C -3.526 -29.664 5.176
C -1.255 -28.942 4.461
H -3.133 -33.836 5.924
H -3.370 -33.381 7.647
H -1.812 -33.990 7.131
H -1.877 -30.125 7.188
H -0.939 -31.316 7.969
H -2.644 -31.175 8.272
H -4.235 -32.212 4.893
H -4.488 -32.113 3.028
H -4.442 -33.672 3.832
H -2.439 -34.666 3.323
H -1.772 -33.600 2.045
H -0.881 -33.947 3.564
H -3.510 -28.568 5.302
H -4.232 -29.911 4.379
H -3.896 -30.201 6.031
H -0.182 -29.326 4.347
H -1.207 -28.224 5.276
H -1.683 -28.430 3.597
O -5.684 -22.793 9.548
P -4.970 -23.039 10.808
N -5.580 -22.013 11.919
C -6.835 -21.327 11.633
C -5.126 -22.142 13.309
N -3.343 -22.693 10.799
C -2.419 -23.600 10.132
C -2.843 -21.387 11.071
N -5.079 -24.644 11.373
C -6.205 -25.342 10.888
C -4.527 -25.221 12.640
H -6.910 -20.331 12.087
H -7.672 -21.928 12.049
H -6.854 -21.294 10.560
H -5.826 -22.789 13.874
H -5.066 -21.158 13.836
H -4.111 -22.532 13.150
H -1.483 -23.667 10.672
H -2.844 -24.590 10.073
H -2.179 -23.285 9.081
H -2.953 -20.612 10.261
H -3.344 -21.025 11.979
H -1.789 -21.287 11.268
H -5.943 -26.437 10.760
H -7.010 -25.263 11.572
H -6.530 -24.883 9.919
H -5.182 -24.923 13.470
H -3.544 -24.821 12.841
H -4.513 -26.264 12.554
O -3.504 -26.066 4.112
P -4.592 -25.140 4.571
N -6.012 -25.861 4.905
C -6.581 -26.677 3.864
C -6.530 -26.014 6.293
N -5.047 -24.100 3.210
C -6.310 -23.416 3.139
C -3.946 -23.233 2.683
N -4.109 -24.302 5.912
C -4.841 -23.183 6.443
C -2.917 -24.652 6.627
H -5.780 -26.970 3.166
H -7.436 -26.294 3.262
H -6.932 -27.637 4.314
H -6.489 -27.079 6.634
H -7.598 -25.726 6.355
H -5.995 -25.313 6.984
H -6.456 -23.210 2.055
H -7.069 -24.117 3.505
H -6.322 -22.528 3.790
H -3.042 -23.556 3.133
H -3.831 -23.255 1.611
H -4.099 -22.139 2.945
H -5.838 -23.046 6.031
H -4.887 -23.325 7.490
H -4.361 -22.255 6.285
H -2.287 -23.823 6.974
H -2.246 -25.273 6.054
H -3.142 -25.046 7.658
O 1.350 -27.617 6.078
C 1.794 -28.609 5.572
O 2.240 -28.594 4.315
C 2.733 -29.858 3.928
C 2.821 -30.726 5.267
C 1.742 -30.068 6.109
H 3.705 -29.797 3.410
H 2.015 -30.390 3.284
H 3.763 -30.563 5.723
H 2.584 -31.753 5.102
H 2.004 -30.090 7.159
H 0.743 -30.426 5.960
O 4.202 -25.785 12.896
C 4.081 -26.732 12.189
O 2.926 -27.469 12.122
C 3.112 -28.657 11.278
C 4.277 -28.318 10.390
C 5.051 -27.306 11.187
H 2.114 -28.899 10.806
H 3.389 -29.519 11.884
H 3.826 -27.866 9.460
H 4.760 -29.222 10.081
H 5.505 -26.493 10.624
H 5.799 -27.822 11.829
O 0.363 -23.332 5.216
C 0.974 -24.071 4.452
O 2.176 -24.591 4.771
C 2.605 -25.479 3.761
C 1.276 -25.956 3.154
C 0.494 -24.664 3.147
H 3.097 -26.255 4.317
H 3.279 -24.932 3.023
H 0.823 -26.607 3.846
H 1.419 -26.396 2.181
H -0.601 -24.804 3.238
H 0.812 -23.925 2.389
O -3.097 -28.454 12.313
C -2.257 -29.304 12.193
O -1.475 -29.792 13.221
C -0.695 -30.985 12.861
C -1.368 -31.538 11.599
C -1.847 -30.174 10.991
H -0.692 -31.545 13.789
H 0.339 -30.594 12.637
H -2.229 -32.183 11.848
H -0.754 -31.961 10.883
H -2.607 -30.233 10.198
H -0.943 -29.653 10.621
O 0.377 -28.608 9.072
C 0.589 -27.492 8.726
O 1.799 -26.911 8.830
C 1.818 -25.541 8.367
C 0.310 -25.140 8.296
C -0.407 -26.479 8.170
H 2.269 -25.434 7.329
H 2.406 -25.029 9.115
H 0.226 -24.567 7.424
H -0.071 -24.554 9.114
H -0.714 -26.621 7.149
H -1.350 -26.604 8.773

No. 2
207
Properties=species:S:1:pos:R:3 method="wB97M-V/def2-TZVPD" total_charge=-1 lumo_energy_ev=1.8 e_homo_ev=-5.9 largest_force_ha_per_bohr=0.064
Cl 30.432 16.205 -36.416
O 31.043 16.880 -35.306
O 29.235 15.507 -35.971
O 30.001 17.227 -37.341
O 31.373 15.339 -37.092
C 20.526 15.956 -43.932
O 21.500 15.064 -43.492
C 22.827 15.619 -43.550
C 23.778 15.080 -42.416
N 25.097 15.671 -42.518
C 25.270 16.679 -41.442
C 24.345 17.961 -41.564
O 24.702 18.485 -42.823
C 23.942 19.634 -43.116
H 20.663 16.488 -44.873
H 20.410 16.764 -43.210
H 19.592 15.402 -44.023
H 22.713 16.703 -43.572
H 23.290 15.321 -44.491
H 23.845 14.034 -42.716
H 23.319 15.125 -41.429
H 25.732 14.897 -42.384
H 26.326 16.950 -41.462
H 25.053 16.376 -40.418
H 24.497 18.689 -40.767
H 23.286 17.711 -41.610
H 24.211 20.563 -42.614
H 22.855 19.566 -43.167
H 24.080 19.906 -44.163
C 37.220 16.425 -46.381
O 37.354 17.240 -45.215
C 38.733 17.632 -44.945
C 38.822 18.621 -43.763
N 38.191 18.049 -42.608
C 38.321 18.953 -41.417
C 37.928 18.332 -40.008
O 36.515 18.225 -39.954
C 36.114 18.020 -38.606
H 36.237 16.558 -46.832
H 37.415 15.357 -46.276
H 38.000 16.691 -47.096
H 39.065 18.061 -45.890
H 39.297 16.717 -44.766
H 38.377 19.570 -44.061
H 39.891 18.688 -43.563
H 38.872 17.351 -42.348
H 37.832 19.912 -41.587
H 39.381 19.199 -41.338
H 38.381 18.938 -39.224
H 38.289 17.304 -39.965
H 36.276 18.838 -37.904
H 36.490 17.058 -38.258
H 35.033 17.882 -38.586
C 34.432 11.828 -28.894
O 33.247 12.008 -29.637
C 33.324 12.638 -30.894
C 31.961 12.778 -31.575
N 31.349 11.421 -31.907
C 30.017 11.645 -32.483
C 29.092 10.397 -32.343
O 28.991 10.209 -30.965
C 28.705 8.892 -30.505
H 34.243 11.355 -27.931
H 35.056 12.710 -28.749
H 34.942 11.130 -29.558
H 34.146 12.336 -31.543
H 33.624 13.628 -30.553
H 32.044 13.425 -32.447
H 31.211 13.252 -30.941
H 31.198 10.977 -31.012
H 30.147 11.888 -33.538
H 29.437 12.431 -32.001
H 29.577 9.506 -32.742
H 28.113 10.535 -32.801
H 27.850 8.553 -31.091
H 28.441 8.921 -29.447
H 29.586 8.272 -30.670
C 24.774 9.719 -38.776
O 25.992 9.803 -39.486
C 26.548 11.148 -39.508
C 27.677 11.271 -40.464
N 27.264 11.213 -41.899
C 28.366 10.878 -42.787
C 27.822 10.376 -44.081
O 27.249 9.079 -44.028
C 26.669 8.581 -45.191
H 24.113 10.383 -39.334
H 24.856 10.052 -37.741
H 24.480 8.672 -38.847
H 26.720 11.544 -38.507
H 25.736 11.710 -39.968
H 28.299 10.398 -40.267
H 28.372 12.098 -40.321
H 26.714 10.372 -42.004
H 28.892 10.108 -42.222
H 28.983 11.736 -43.051
H 28.695 10.391 -44.734
H 27.103 11.076 -44.506
H 27.249 8.826 -46.081
H 25.680 9.029 -45.288
H 26.551 7.501 -45.276
C 19.647 20.198 -40.074
O 19.015 19.859 -38.824
C 18.612 20.903 -38.033
C 19.692 21.502 -37.171
N 20.296 20.566 -36.213
C 20.750 19.200 -36.619
C 21.591 18.398 -35.433
O 21.785 17.013 -35.728
C 22.748 16.800 -36.714
H 19.956 19.383 -40.729
H 20.545 20.799 -39.928
H 19.011 20.832 -40.691
H 17.787 20.611 -37.383
H 18.110 21.684 -38.604
H 19.273 22.327 -36.595
H 20.510 21.791 -37.831
H 19.697 20.648 -35.404
H 21.326 19.171 -37.544
H 19.837 18.665 -36.878
H 20.996 18.474 -34.523
H 22.551 18.859 -35.201
H 23.773 17.062 -36.451
H 22.487 17.280 -37.657
H 22.834 15.721 -36.838
C 30.621 22.427 -33.175
O 29.751 23.062 -32.229
C 29.998 24.471 -32.028
C 28.788 25.034 -31.357
N 28.559 24.300 -30.168
C 27.187 24.541 -29.763
C 26.779 23.551 -28.599
O 26.922 22.229 -29.077
C 26.498 21.239 -28.159
H 30.400 21.360 -33.124
H 31.621 22.673 -32.820
H 30.369 22.687 -34.203
H 30.119 25.021 -32.961
H 30.970 24.633 -31.563
H 27.934 24.835 -32.004
H 28.803 26.110 -31.183
H 29.054 24.849 -29.481
H 26.435 24.340 -30.526
H 26.928 25.536 -29.400
H 25.735 23.729 -28.338
H 27.336 23.732 -27.679
H 25.424 21.238 -27.970
H 26.913 21.406 -27.165
H 26.752 20.224 -28.465
C 36.393 14.938 -42.865
O 35.390 15.922 -42.638
C 34.418 15.569 -41.686
C 33.365 16.648 -41.790
N 33.933 18.004 -41.820
C 32.822 18.984 -41.945
C 33.000 20.181 -41.095
O 34.326 20.875 -41.238
C 34.514 21.901 -40.271
H 36.013 14.296 -43.660
H 36.654 14.418 -41.943
H 37.300 15.342 -43.316
H 34.788 15.455 -40.667
H 33.886 14.647 -41.921
H 32.582 16.491 -41.048
H 32.840 16.384 -42.708
H 34.321 18.180 -40.904
H 31.853 18.519 -41.764
H 32.796 19.298 -42.988
H 32.828 19.852 -40.070
H 32.249 20.912 -41.393
H 33.713 22.607 -40.488
H 35.328 22.620 -40.368
H 34.497 21.476 -39.268
C 34.395 8.987 -40.483
O 33.999 9.661 -39.292
C 33.218 8.837 -38.383
C 32.865 9.576 -37.141
N 32.572 8.773 -36.011
C 33.747 8.119 -35.482
C 33.458 7.060 -34.330
O 34.686 6.520 -34.001
C 34.652 5.944 -32.703
H 34.877 8.027 -40.297
H 35.162 9.590 -40.969
H 33.494 8.778 -41.059
H 33.739 7.902 -38.175
H 32.322 8.476 -38.890
H 31.904 10.024 -37.393
H 33.499 10.424 -36.881
H 32.331 9.374 -35.236
H 34.444 8.873 -35.118
H 34.265 7.596 -36.286
H 32.858 6.187 -34.585
H 32.992 7.623 -33.521
H 34.236 4.937 -32.731
H 34.126 6.597 -32.007
H 35.707 5.914 -32.431
C 27.320 18.716 -32.226
C 27.212 19.878 -33.303
O 26.936 21.097 -32.640
O 28.258 19.093 -31.184
H 27.601 17.824 -32.786
H 26.370 18.478 -31.748
H 26.463 19.527 -34.012
H 28.052 19.993 -33.988
H 26.242 21.523 -33.149
H 28.278 18.417 -30.503